Record 1
Below is C23H44N3O2P2Pd as an isolated structure in a non-equilibrium geometry, with properties calculated with wB97M-V/def2-TZVPD.

The geometry in ORCA input format:
```
! RIJCOSX wB97M-V def2-TZVPD def2/J DEFGRID3
* xyz 1 3
Pd -0.47519 0.20067 0.25842
P 1.29190 1.81974 -0.23465
P -1.45874 -1.82081 -0.32847
N -0.92204 0.64150 -1.96694
C 0.92806 2.41883 -1.94248
H 0.53431 3.43711 -1.86026
H 1.87831 2.45954 -2.49751
C -0.08121 1.59868 -2.75266
H -0.86221 2.32857 -3.14498
H 0.43566 1.28244 -3.71752
C -1.27852 -0.50226 -2.80008
H -0.43703 -1.21369 -3.14591
H -1.81634 -0.25748 -3.75888
C -2.23036 -1.35448 -1.92618
H -2.64961 -2.23217 -2.44869
H -3.04402 -0.67657 -1.65417
C -2.94600 -2.38969 0.65490
C -3.52934 -1.28310 1.53683
H -3.86066 -0.41200 0.96187
H -2.80438 -0.94069 2.28195
H -4.39871 -1.66366 2.08876
C -0.49599 -3.33599 -0.75303
C 0.31280 -3.92277 0.41771
H 1.18148 -4.46136 0.01145
H -0.26423 -4.66674 0.98125
H 0.68844 -3.16188 1.11397
C 3.17125 1.58674 -0.22634
C 3.77563 1.48808 1.18385
H 4.79647 1.09273 1.09160
H 3.22706 0.80210 1.83918
H 3.86294 2.46747 1.67478
C 1.05818 3.36237 0.82407
C 1.19223 3.06030 2.32264
H 0.39695 3.56662 2.88929
H 2.15977 3.38234 2.73521
H 1.06768 1.99695 2.55931
C 0.34751 -0.36304 1.89511
C -1.37939 -4.40324 -1.44493
H -2.44769 -4.15268 -1.46993
H -1.04627 -4.54070 -2.48180
H -1.28160 -5.37377 -0.94379
C 3.98236 2.57818 -1.09221
H 4.98905 2.71206 -0.66714
H 4.06754 2.20790 -2.12275
H 3.53451 3.57497 -1.13923
C 1.86894 4.60437 0.43804
H 1.53718 5.44683 1.06374
H 2.94361 4.47660 0.62103
H 1.69874 4.89991 -0.60410
C -2.74133 -3.66503 1.48079
H -1.89725 -3.56268 2.17622
H -3.65050 -3.83956 2.07408
H -2.59543 -4.54987 0.84991
H -3.67893 -2.59090 -0.14737
H -0.00153 3.59264 0.63460
H 0.22660 -2.94060 -1.48922
H 3.24193 0.59236 -0.70384
O 0.85671 -0.82412 2.87884
H 2.12359 -1.12319 -1.88087
H 2.47534 -1.19214 -2.65892
N -3.86678 3.81402 4.45873
C -2.78123 3.13565 3.92105
O -1.72776 2.87510 4.55018
C -2.97458 2.78586 2.50545
C -3.91850 3.25300 1.55234
C -3.89069 2.92527 0.18156
C -2.83763 2.07927 -0.21596
N -1.95293 1.63127 0.69753
C -1.99523 1.92802 2.01170
H -3.84486 3.90869 5.47982
H -4.80490 3.76524 3.97859
H -4.69315 3.91637 1.90618
H -4.62722 3.25769 -0.58093
H -2.62210 1.74279 -1.23656
H -1.21110 1.44791 2.60872
*
```

Output
<S²> = 2.01
LUMO (spin up / spin down) = -0.1034 / -0.1628 hartree
energy = -55179.7675 eV
orbital gap (spin up / spin down) = 6.461 / 6.417 eV


Record 2
Below is C54H70CrNO9P5SSi as an isolated structure in a non-equilibrium geometry, with properties calculated with wB97M-V/def2-TZVPD.

The geometry in ORCA input format:
```
! RIJCOSX wB97M-V def2-TZVPD def2/J DEFGRID3
* xyz 1 2
Cr -0.27689 -0.43966 -0.20744
C 2.84821 1.15679 0.88487
Si 1.68550 -0.27939 1.20860
C 2.77862 -1.75704 0.74264
C 4.03285 -1.93094 1.33362
C 4.97442 -2.78613 0.78818
C 4.70358 -3.44125 -0.40643
C 3.46556 -3.29603 -1.00680
C 2.48581 -2.49756 -0.41512
P 0.75064 -2.46430 -0.98017
C 0.75032 -2.68461 -2.80873
C 0.32037 -1.66410 -3.65294
C 0.33368 -1.82835 -5.03061
C 0.75775 -3.02322 -5.58903
C 1.14632 -4.06454 -4.75837
C 1.13568 -3.89789 -3.38229
C 0.09483 -4.10874 -0.49012
C -1.29056 -4.26476 -0.44767
C -1.85110 -5.48774 -0.11654
C -1.03651 -6.57177 0.18000
C 0.34041 -6.42355 0.14011
C 0.90354 -5.19825 -0.18889
C 1.11393 -0.02899 2.99876
C 1.93343 0.47448 4.00686
C 1.40188 0.92619 5.20862
C 0.03113 0.88956 5.41683
C -0.80189 0.35329 4.44446
C -0.25753 -0.10033 3.25298
P -1.16285 -1.10293 2.01434
C -2.92227 -0.78020 2.35440
C -3.85505 -1.77895 2.61633
C -5.18284 -1.45220 2.85676
C -5.59891 -0.13019 2.80075
C -4.68127 0.86736 2.49662
C -3.35153 0.54545 2.26862
C -0.78319 -2.66610 2.92416
C -1.42237 -2.97368 4.12834
C -1.03636 -4.07633 4.86934
C 0.01775 -4.87490 4.44048
C 0.68992 -4.54750 3.27742
C 0.28849 -3.44882 2.52981
H 3.45881 1.35962 1.76697
H 2.30592 2.06658 0.62470
H 3.51520 0.92024 0.05708
H 4.28504 -1.37248 2.22778
H 5.93299 -2.91714 1.27241
H 5.45719 -4.06483 -0.86835
H 3.27289 -3.78966 -1.94996
H -0.02251 -0.73119 -3.23147
H 0.01255 -1.01583 -5.67135
H 0.77413 -3.14978 -6.66319
H 1.45383 -5.01155 -5.18046
H 1.41298 -4.73517 -2.75434
H -1.92962 -3.42047 -0.66482
H -2.92757 -5.59646 -0.08545
H -1.47245 -7.52501 0.44629
H 0.98239 -7.26323 0.37130
H 1.98130 -5.09392 -0.19054
H 3.00502 0.53124 3.85556
H 2.05559 1.31900 5.97611
H -0.38787 1.26362 6.34146
H -1.86872 0.29107 4.62481
H -3.54957 -2.81645 2.64348
H -5.89154 -2.23402 3.09891
H -6.63347 0.12258 2.99200
H -4.99828 1.90159 2.45735
H -2.63676 1.32935 2.04111
H -2.20803 -2.33779 4.51295
H -1.55132 -4.30575 5.79257
H 0.32216 -5.73273 5.02520
H 1.53098 -5.14086 2.94322
H 0.85291 -3.18407 1.65021
C -6.62386 -1.29241 -1.17156
C -5.69721 -2.31660 -0.55089
C -5.69298 -3.65221 -1.25938
O -4.31742 -1.83501 -0.44840
P -3.47773 -1.00722 -1.46439
O -2.01681 -1.20410 -1.25041
C -3.91718 0.73742 -1.26560
P -2.42903 1.74680 -1.26286
O -1.52518 1.27074 -0.18306
O -1.86759 1.54142 -2.71364
C -1.48421 2.58437 -3.66897
C -0.01885 2.43036 -3.99287
C -2.39111 2.43111 -4.87035
O -2.75627 3.25808 -1.12837
C -3.93198 4.09856 -0.95175
C -4.67545 3.72995 0.31189
C -4.78743 4.10172 -2.19899
O -3.97783 -1.44060 -2.88180
C -3.07221 -1.68182 -4.02194
C -2.70890 -3.14713 -4.02135
C -3.81774 -1.23914 -5.25675
H -7.63344 -1.70227 -1.18137
H -6.34479 -1.06462 -2.20020
H -6.64294 -0.37210 -0.58651
H -5.97571 -2.45110 0.49303
H -5.41599 -3.53576 -2.30617
H -6.68704 -4.09587 -1.20873
H -4.98676 -4.33162 -0.78365
H -4.41985 0.83547 -0.30111
H -4.58052 1.04498 -2.07321
H -1.64791 3.55200 -3.19006
H 0.19142 1.44402 -4.40852
H 0.59459 2.56874 -3.10502
H 0.26510 3.18364 -4.72834
H -2.20458 1.47705 -5.36588
H -2.19348 3.23052 -5.58502
H -3.44341 2.47671 -4.58697
H -3.49001 5.08798 -0.82736
H -5.25085 2.81188 0.18258
H -5.37421 4.52858 0.56213
H -3.97062 3.60547 1.13226
H -5.25743 3.13277 -2.37319
H -4.20362 4.37839 -3.07641
H -5.58280 4.83713 -2.07731
H -2.18575 -1.06875 -3.86812
H -3.60690 -3.75643 -4.13307
H -2.20119 -3.42534 -3.09672
H -2.03639 -3.36158 -4.85142
H -4.75246 -1.79273 -5.35157
H -3.21143 -1.43701 -6.14025
H -4.04736 -0.17512 -5.22116
C -2.12272 3.81837 3.52015
O -1.69144 3.68256 2.16559
P -0.17387 3.16443 1.78972
O 0.58907 4.20734 2.79522
C 2.00556 4.15198 2.92697
O -0.01416 3.89595 0.35376
C -0.16921 5.30322 0.17876
H -2.78289 4.68409 3.57182
H -1.28112 3.97772 4.19177
H -2.67214 2.92644 3.83123
H 2.30300 5.01843 3.51318
H 2.49663 4.19865 1.95281
H 2.31386 3.24072 3.44287
H -1.21868 5.54007 -0.00138
H 0.42332 5.58626 -0.68872
H 0.17420 5.85356 1.05412
S 3.28732 0.88010 -2.86681
C 1.96912 0.59102 -2.02950
N 0.96896 0.33431 -1.44991
*
```

Output
<S²> = 0.79
LUMO (spin up / spin down) = -0.0833 / -0.0679 hartree
energy = -170634.1301 eV
orbital gap (spin up / spin down) = 7.613 / 7.757 eV


Record 3
Below is a 3-piece molecular cluster, C13H31B3FIO7 overall in a non-equilibrium geometry, with properties calculated with wB97M-V/def2-TZVPD.

The geometry in ORCA input format:
```
! RIJCOSX wB97M-V def2-TZVPD def2/J DEFGRID3
* xyz 0 1
C -4.41374 -5.67870 -2.65716
C -3.30847 -5.29102 -3.84037
C -2.29047 -4.19456 -3.16946
I -2.47917 -2.21354 -4.18053
B -0.69363 -4.57805 -3.25964
O -0.09946 -5.89290 -2.84482
B 0.70130 -5.51040 -1.62885
O 1.51622 -4.28528 -1.51361
B 1.04553 -3.22958 -2.46756
C 1.24597 -1.62238 -2.16742
C 0.09497 -1.00731 -1.14332
F -0.37831 -1.96980 -0.12158
O 0.31601 -3.56933 -3.74024
H -5.46184 -5.96664 -3.12122
H -3.95102 -6.57993 -2.04564
H -4.62979 -4.75824 -1.92952
H -3.92706 -4.70338 -4.67529
H -2.74982 -6.23661 -4.27432
H -2.54384 -4.10923 -2.00594
H 0.62383 -6.22932 -0.70182
H 2.29140 -1.39715 -1.69199
H 1.12727 -1.02137 -3.18933
H 0.59565 -0.10748 -0.54224
H -0.78226 -0.54903 -1.80999
C 5.54888 0.78895 1.19079
O 4.97872 1.89112 1.89071
C 4.12635 2.68207 1.05636
C 2.65004 2.33100 1.27378
O 2.36392 0.99407 0.85417
C 2.32402 0.07986 1.94461
H 5.92559 0.07387 1.92635
H 4.81979 0.28111 0.55369
H 6.38117 1.14020 0.58049
H 4.40699 2.57747 0.00126
H 4.28257 3.72813 1.34093
H 2.03724 2.99827 0.65937
H 2.35818 2.47981 2.32077
H 1.36806 0.17834 2.46906
H 3.14648 0.23894 2.64775
H 2.40065 -0.93408 1.54272
C -0.56916 5.66058 2.64221
O -0.59298 4.58429 1.70905
C -0.88849 3.33075 2.33321
C -2.36357 2.95280 2.15635
O -3.22281 3.86693 2.84294
C -3.78615 4.84117 1.97118
H -0.64425 6.59816 2.08579
H -1.39826 5.61066 3.35316
H 0.37582 5.64653 3.18570
H -0.60833 3.34720 3.39349
H -0.27168 2.57385 1.83696
H -2.52736 1.96482 2.59835
H -2.63158 2.89167 1.09431
H -4.61560 4.39548 1.41262
H -3.04878 5.24626 1.27235
H -4.17475 5.66099 2.58138
*
```

Output
SMILES = CC[C@H](I)B1OBOB(CCF)O1.COCCOC.COCCOC
LUMO = 0.0043 hartree
energy = -41163.9355 eV
orbital gap = 9.455 eV


Record 4
Below is a 2-piece molecular cluster, C6H11F2N overall in a non-equilibrium geometry, with properties calculated with wB97M-V/def2-TZVPD.

The geometry in ORCA input format:
```
! RIJCOSX wB97M-V def2-TZVPD def2/J DEFGRID3
* xyz 0 1
C 0.24610 2.84792 -0.21057
C 0.67683 1.97322 0.71366
C -2.71410 -0.20702 -0.93958
C 1.49804 -1.72420 0.97452
C 0.80445 0.62648 0.40745
C -1.74149 -0.37362 0.14372
N 1.25764 -0.30920 1.28844
F -2.21461 -0.10727 1.39161
F -1.59784 -1.78035 0.28093
H 0.41906 3.88317 -0.16160
H -0.12459 2.46567 -1.15132
H 0.98298 2.36947 1.67589
H -3.49798 -0.90408 -0.73313
H -3.06915 0.85573 -1.01254
H -2.23832 -0.51583 -1.88421
H 2.31676 -2.12038 1.52660
H 0.60177 -2.40715 1.14765
H 1.64439 -1.84628 -0.15612
H 0.92062 0.17609 -0.49794
H 0.91211 -0.11590 2.17300
*
```

Output
LUMO (spin up / spin down) = 0.0169 / -0.0054 hartree
energy relative to the best compared isomer or geometry (same formula, charge and spin) = 77.9 kcal per mole
energy = -13321.1378 eV
orbital gap (spin up / spin down) = 8.793 / 6.248 eV


Record 5
Below is C16H20Cl3N2ORuSi as an isolated structure in a non-equilibrium geometry, with properties calculated with wB97M-V/def2-TZVPD.

The geometry in ORCA input format:
```
! RIJCOSX wB97M-V def2-TZVPD def2/J DEFGRID3
* xyz 1 1
Ru 0.60458 0.64139 -0.56173
O 2.69699 0.41702 -0.72893
C 3.51444 -0.19407 0.29476
C 3.85688 0.79151 1.40009
C 2.64890 1.61403 1.86994
C 1.56021 0.76004 2.45181
C 1.42397 0.59169 3.82333
C 0.42065 -0.21979 4.32121
C -0.42816 -0.85477 3.42762
C -0.24041 -0.64482 2.07740
N 0.72884 0.14695 1.59268
H 3.14865 1.16709 -1.15158
H 4.40127 -0.60670 -0.18509
H 2.91170 -1.01978 0.66801
H 4.65314 1.46956 1.08712
H 4.25855 0.20421 2.22970
H 2.22747 2.18944 1.03755
H 2.97789 2.35106 2.60093
H 2.10398 1.10816 4.48639
H 0.30002 -0.35111 5.38764
H -1.22625 -1.50069 3.76232
H -0.88341 -1.12270 1.34963
Cl -0.70842 2.80887 -3.51822
Si 0.53714 2.48638 -1.94703
Cl 2.42438 3.18742 -2.43702
Cl -0.14783 3.70285 -0.38878
C -3.58394 1.18030 -0.94611
C -3.22704 -0.16478 -1.50211
C -4.18070 -1.00580 -2.04941
C -3.81464 -2.23111 -2.58528
C -2.48756 -2.64379 -2.58852
C -1.49267 -1.84667 -2.04988
C -0.05881 -2.28381 -2.05932
C -1.88516 -0.60621 -1.50625
N -0.95683 0.24865 -0.97788
H -4.65700 1.34469 -1.00813
H -3.08040 1.97607 -1.49878
H -3.27885 1.27563 0.09763
H -5.21783 -0.69857 -2.06502
H -4.57365 -2.87431 -3.00995
H -2.22011 -3.60056 -3.01703
H 0.04108 -3.26164 -2.52505
H 0.34761 -2.35562 -1.04510
H 0.56130 -1.57572 -2.61354
*
```

Output
LUMO (spin up / spin down) = -0.1589 / -0.1589 hartree
energy relative to the best compared isomer or geometry (same formula, charge and spin) = 12.1 kcal per mole
energy = -69968.8795 eV
orbital gap (spin up / spin down) = 7.168 / 7.168 eV


Record 6
Below is one molecule with the formula C27H35N3O6 in a non-equilibrium geometry, with properties calculated with wB97M-V/def2-TZVPD.

The geometry in ORCA input format:
```
! RIJCOSX wB97M-V def2-TZVPD def2/J DEFGRID3
* xyz 0 1
C -0.83925 4.04921 2.85744
O 0.22765 3.45493 3.56056
C 0.86999 2.40129 2.98834
C 1.86570 1.79937 3.75884
C 2.54956 0.70989 3.26494
C 2.23973 0.18713 2.01837
C 1.25079 0.78138 1.24378
C 0.85852 0.25681 -0.12066
C -0.66330 -0.00918 -0.26324
O -1.49100 0.58372 0.39674
N -0.96689 -0.85702 -1.25581
C -2.32562 -1.13801 -1.68242
C -2.53242 -2.64010 -1.85527
C -3.95297 -2.92790 -2.33169
C -4.25059 -2.19222 -3.63440
C -4.05007 -0.69141 -3.45069
C -2.62631 -0.39790 -2.98903
N 1.68602 -0.83071 -0.60574
C 2.65497 -0.46276 -1.62823
C 3.60116 0.66787 -1.20735
C 4.87715 0.69997 -2.05857
C 5.19781 2.19071 -2.10721
C 3.79481 2.78940 -2.15806
O 2.97593 1.94070 -1.37196
C 1.72692 -2.11266 -0.15332
O 2.54660 -2.90250 -0.59413
C 0.71457 -2.67091 0.84429
N -0.00938 -1.80019 1.72188
C -1.35448 -1.88291 1.87395
O -2.04866 -2.68005 1.26917
C -1.89168 -0.90186 2.82242
C -3.19091 -0.57064 3.10634
C -3.13085 0.47795 4.04819
C -1.80562 0.70507 4.27112
O -1.04921 -0.12191 3.54008
C 0.59231 1.90783 1.71997
H -0.49091 4.54117 1.94394
H -1.60959 3.31439 2.60455
H -1.25512 4.79643 3.53181
H 2.08281 2.20372 4.73463
H 3.32588 0.24995 3.85826
H 2.77772 -0.67866 1.65902
H 1.02854 1.09101 -0.81678
H -0.22663 -1.30754 -1.77156
H -2.97697 -0.76493 -0.88657
H -2.36034 -3.13224 -0.89811
H -1.81414 -3.02327 -2.58619
H -4.07994 -4.00273 -2.47183
H -4.65694 -2.60531 -1.56273
H -5.27600 -2.39380 -3.95021
H -3.58213 -2.55477 -4.41917
H -4.24914 -0.16784 -4.38822
H -4.75345 -0.32084 -2.70245
H -2.49199 0.67519 -2.83759
H -1.91899 -0.72466 -3.75665
H 2.12222 -0.14946 -2.53367
H 3.23897 -1.36073 -1.84226
H 3.85100 0.55453 -0.14386
H 5.67157 0.10064 -1.62221
H 4.66212 0.32789 -3.06173
H 5.80156 2.47313 -2.96593
H 5.70537 2.49984 -1.19320
H 3.73371 3.79708 -1.74191
H 3.41848 2.80882 -3.19120
H 1.27439 -3.42218 1.41873
H -0.03859 -3.21526 0.25938
H 0.50467 -1.16138 2.31124
H -4.06209 -1.02333 2.68130
H -3.95649 0.99223 4.49584
H -1.29378 1.40206 4.90585
H -0.15683 2.36846 1.10082
*
```

Output
SMILES = COc1cccc([C@H](C(=O)NC2CCCCC2)N(C[C@H]2CCCO2)C(=O)CNC(=O)c2ccco2)c1
LUMO = 0.0249 hartree
energy relative to the best compared isomer or geometry (same formula, charge and spin) = 3.4 kcal per mole
energy = -45323.3435 eV
orbital gap = 9.231 eV


- Which value of energy does entry 6 give?
  -45323.3435 eV